Below is a molecular structure, C26H33HgN3O4, with properties calculated with ωB97M-V/def2-TZVPD.

Each line ends with the Mulliken charge.
Geometry (Å):
Hg (1.94238, -0.19655, -0.65094)  1.007
C (-1.06646, 2.30116, 2.14838)  -0.729
C (-2.35248, 1.82050, 1.48908)  -0.893
O (-2.01280, 1.22936, 0.26867)  0.273
C (-3.09299, 0.67274, -0.42745)  -0.765
C (-2.54344, -0.17703, -1.56379)  -0.682
O (-1.53161, -1.06677, -1.15810)  0.113
C (-1.90217, -2.06364, -0.24595)  -0.746
C (-0.66423, -2.49993, 0.51534)  -0.901
O (-0.01500, -1.46301, 1.21796)  0.359
C (-0.74857, -0.91846, 2.29038)  -0.295
C (-0.00777, 0.27625, 2.87057)  -0.710
O (0.01584, 1.41301, 2.03711)  0.128
H (-1.27458, 2.53984, 3.20264)  0.460
H (-0.74194, 3.21513, 1.65385)  0.172
H (-3.01978, 2.68551, 1.35163)  0.401
H (-2.88604, 1.09945, 2.13016)  0.407
H (-3.73833, 1.45512, -0.85349)  0.388
H (-3.71624, 0.08024, 0.26162)  0.368
H (-2.07370, 0.46280, -2.31300)  0.180
H (-3.38111, -0.71387, -2.03596)  0.356
H (-2.30585, -2.94678, -0.76617)  0.418
H (-2.67962, -1.71964, 0.44634)  0.347
H (0.07182, -2.87374, -0.19708)  0.127
H (-0.94259, -3.31447, 1.20306)  0.527
H (-0.86542, -1.67789, 3.08124)  0.379
H (-1.74673, -0.61415, 1.96785)  0.038
H (1.03680, 0.00607, 3.04471)  -0.087
H (-0.46849, 0.53129, 3.83666)  0.486
C (-1.24118, 5.01861, -2.34828)  -0.676
C (-1.34627, 4.21239, -3.47637)  -0.565
C (-0.79057, 2.94310, -3.51279)  -0.390
C (-0.09673, 2.43701, -2.39577)  -1.015
C (-0.00645, 3.25805, -1.26044)  0.832
C (-0.56166, 4.52066, -1.23598)  -0.213
N (0.48145, 1.18745, -2.32896)  0.245
N (0.17911, 0.41981, -3.35637)  -0.599
C (0.67748, -0.86297, -3.30492)  -0.307
C (0.34152, -1.69787, -4.39045)  -0.521
C (0.74981, -3.01383, -4.43840)  -0.457
C (1.51812, -3.54769, -3.40417)  -0.707
C (1.86676, -2.72594, -2.33540)  -0.266
C (1.46203, -1.39584, -2.25829)  0.361
H (-1.67643, 6.01027, -2.33400)  0.368
H (-1.87090, 4.58285, -4.35111)  0.356
H (-0.87387, 2.32177, -4.39269)  0.392
H (0.48734, 2.84185, -0.39492)  -0.282
H (-0.47132, 5.12782, -0.34003)  0.354
H (-0.25986, -1.26738, -5.18352)  0.402
H (0.47085, -3.63306, -5.28420)  0.332
H (1.84426, -4.58086, -3.43160)  0.397
H (2.46812, -3.15049, -1.53615)  0.334
C (2.99714, -2.04414, 1.79437)  -1.208
C (3.21512, -0.58726, 2.05238)  0.495
C (3.81011, 0.01026, 3.13948)  -0.785
C (3.79743, 1.41074, 2.89212)  -0.828
C (3.18598, 1.59742, 1.67307)  0.504
C (2.92972, 2.87860, 0.95813)  -0.919
N (2.82733, 0.38074, 1.15647)  0.087
H (3.54706, -2.63404, 2.52927)  0.397
H (3.35554, -2.33450, 0.80217)  0.220
H (1.94041, -2.32006, 1.84937)  0.040
H (4.21744, -0.50607, 3.99647)  0.436
H (4.18419, 2.19571, 3.52533)  0.420
H (3.38248, 3.70394, 1.50974)  0.376
H (1.86359, 3.08111, 0.87147)  0.046
H (3.34448, 2.87957, -0.05399)  0.222

Cartesian forces (eV/Å) of the 3 atoms listed first:
-0.05 -0.07 0.05
0.02 -0.02 -0.01
-0.01 -0.02 -0.02

relative energy (zero: lowest compared OMol25 entry of this formula, charge and spin) = 0.0 kcal/mol
<S²> = 0.775
multiplicity = 2
frontier orbital gap (alpha / beta) = 5.12 / 7.12 eV
molar mass = 652.16 g mol⁻¹
calculated total energy = -44330.937 eV
charge = -1

Below is C3H10N4 in the gas phase, with properties calculated with ωB97M-V/def2-TZVPD.

Each line ends with the Mulliken charge.
Geometry (Å):
C (-0.88266, -0.63476, 0.61484)  0.320
C (-1.91885, 0.47547, 0.43431)  -1.349
N (0.47772, -0.17125, 0.46443)  -0.572
C (0.92521, 0.55042, -0.52488)  0.396
N (2.57548, 0.51122, 0.02169)  -0.507
N (-1.14546, -1.70434, -0.35778)  -0.698
N (0.57264, 1.27436, -1.48642)  -0.623
H (1.99371, -0.09448, 0.82396)  0.463
H (-0.94182, -0.99883, 1.65289)  0.258
H (2.90966, 1.43712, 0.27239)  0.279
H (3.24355, 0.01965, -0.56475)  0.274
H (-0.50382, -2.47533, -0.20619)  0.221
H (-2.09060, -2.05785, -0.25083)  0.217
H (1.30837, 1.62963, -2.08013)  0.227
H (-1.71318, 1.29534, 1.12295)  0.308
H (-2.91959, 0.09430, 0.65039)  0.393
H (-1.89035, 0.84934, -0.58687)  0.394

Cartesian forces (eV/Å) of the 3 atoms listed first:
-0.24 0.26 -0.28
0.05 -0.21 0.05
0.29 -0.23 0.09

relative energy (zero: lowest compared OMol25 entry of this formula, charge and spin) = 46.4 kcal/mol
multiplicity = 1
frontier orbital gap = 8.89 eV
molar mass = 102.14 g mol⁻¹
calculated total energy = -9231.570 eV

Below is 2 unconnected molecules or ions with the total composition C3H9S, with properties calculated with ωB97M-V/def2-TZVPD.

Each line ends with the Mulliken charge.
Geometry (Å):
S (-2.31931, 1.20972, -2.95255)  -0.163
H (-1.64665, 0.26670, -2.16079)  0.162
C (1.75058, -0.00176, 2.91861)  -1.244
C (0.84494, -0.76245, 1.94771)  -0.214
C (1.76445, -1.40642, 0.84772)  -0.972
H (1.21350, 0.25466, 3.79017)  0.333
H (2.54376, 0.65887, 2.58965)  0.360
H (2.41077, -0.83538, 3.25769)  0.323
H (0.13458, -0.17765, 1.44605)  0.317
H (0.29931, -1.47238, 2.52392)  0.265
H (1.55214, -1.21319, -0.23032)  0.282
H (2.80145, -1.23800, 0.99647)  0.318
H (1.64019, -2.57545, 0.74363)  0.233

Cartesian forces (eV/Å) of the 3 atoms listed first:
0.67 -0.93 0.78
-0.66 0.93 -0.78
1.15 -2.68 0.06

relative energy (zero: lowest compared OMol25 entry of this formula, charge and spin) = 19.6 kcal/mol
<S²> = 0.753
multiplicity = 2
frontier orbital gap (alpha / beta) = 10.93 / 7.19 eV
molar mass = 77.17 g mol⁻¹
calculated total energy = -14089.815 eV

Look up the relative energy (zero: lowest compared OMol25 entry of this formula, charge and spin) of the second one.
46.4 kcal/mol